(1)
Entry from OMol25: a molecular structure, C55H118Br3O39P3 (ωB97M-V with the def2-TZVPD basis set).

Positions of all 218 atoms, in Å:
C (12.49, -18.39, -16.12)
Br (10.61, -17.92, -16.06)
Br (13.50, -17.05, -15.23)
Br (13.02, -18.58, -17.97)
H (12.64, -19.35, -15.53)
C (18.20, -24.42, -8.71)
C (17.24, -23.23, -8.91)
O (16.34, -23.36, -10.01)
C (15.08, -23.78, -9.82)
O (14.58, -23.98, -8.75)
O (14.54, -23.94, -11.05)
C (13.14, -24.27, -10.93)
H (19.02, -24.20, -7.95)
H (18.66, -24.63, -9.65)
H (17.54, -25.27, -8.43)
H (17.86, -22.35, -9.07)
H (16.63, -23.09, -8.08)
H (12.54, -23.36, -10.92)
H (12.96, -24.84, -10.02)
H (12.92, -24.94, -11.77)
C (8.03, -27.82, -12.36)
C (8.95, -26.90, -13.21)
O (9.10, -25.71, -12.42)
C (9.52, -24.69, -13.15)
O (9.69, -24.70, -14.34)
O (9.83, -23.62, -12.41)
C (9.56, -23.54, -10.99)
H (7.59, -28.67, -12.88)
H (7.20, -27.13, -12.03)
H (8.55, -28.17, -11.41)
H (8.52, -26.68, -14.14)
H (9.90, -27.31, -13.39)
H (8.66, -24.09, -10.77)
H (9.37, -22.48, -10.80)
H (10.42, -23.85, -10.44)
C (14.69, -20.96, -22.62)
C (14.58, -22.08, -21.57)
O (14.70, -21.39, -20.30)
C (15.84, -21.19, -19.65)
O (16.85, -21.85, -19.67)
O (15.65, -20.12, -18.86)
C (16.78, -19.64, -18.14)
H (13.91, -20.26, -22.45)
H (14.60, -21.41, -23.55)
H (15.73, -20.57, -22.44)
H (15.37, -22.85, -21.65)
H (13.64, -22.59, -21.57)
H (16.90, -18.64, -18.50)
H (17.68, -20.15, -18.43)
H (16.53, -19.77, -17.12)
C (8.51, -21.04, -15.66)
C (8.18, -20.81, -14.23)
O (8.12, -19.33, -14.06)
C (7.46, -18.87, -12.98)
O (6.99, -19.50, -12.03)
O (7.41, -17.52, -13.01)
C (7.82, -16.79, -14.15)
H (8.70, -22.14, -15.75)
H (9.37, -20.51, -16.08)
H (7.59, -20.88, -16.23)
H (9.02, -21.10, -13.55)
H (7.19, -21.27, -14.02)
H (7.51, -17.22, -15.11)
H (8.91, -16.69, -14.12)
H (7.46, -15.80, -14.01)
C (12.94, -27.15, -15.54)
C (12.73, -26.49, -14.21)
O (13.61, -27.02, -13.18)
C (13.18, -27.99, -12.32)
O (12.03, -28.40, -12.24)
O (14.28, -28.41, -11.64)
C (14.07, -29.33, -10.52)
H (13.90, -26.89, -15.93)
H (12.20, -26.69, -16.16)
H (12.66, -28.24, -15.56)
H (11.73, -26.60, -13.83)
H (13.10, -25.44, -14.11)
H (13.63, -30.29, -10.86)
H (13.44, -28.85, -9.90)
H (15.03, -29.43, -9.97)
C (20.35, -20.86, -12.18)
C (19.36, -20.43, -11.07)
O (19.82, -20.33, -9.72)
C (20.09, -19.17, -9.28)
O (20.16, -18.15, -9.95)
O (20.41, -19.22, -7.98)
C (20.50, -17.99, -7.35)
H (21.17, -20.13, -12.19)
H (19.78, -20.92, -13.13)
H (20.85, -21.84, -11.91)
H (18.59, -21.14, -10.90)
H (19.04, -19.45, -11.42)
H (21.51, -17.76, -7.06)
H (19.81, -17.96, -6.48)
H (20.23, -17.14, -7.96)
C (10.69, -20.93, -20.67)
C (10.75, -21.32, -19.18)
O (12.08, -21.73, -18.94)
C (12.45, -21.91, -17.70)
O (11.78, -21.63, -16.69)
O (13.70, -22.39, -17.70)
C (14.23, -22.52, -16.34)
H (10.99, -21.74, -21.28)
H (11.31, -20.12, -20.80)
H (9.73, -20.67, -21.01)
H (9.96, -22.12, -19.02)
H (10.44, -20.60, -18.45)
H (14.14, -21.60, -15.81)
H (15.18, -22.97, -16.46)
H (13.71, -23.16, -15.67)
C (18.55, -15.88, -17.27)
C (18.11, -15.60, -15.89)
O (17.88, -16.80, -15.11)
C (18.90, -17.36, -14.51)
O (18.75, -18.28, -13.76)
O (20.07, -16.81, -14.83)
C (21.23, -17.34, -14.21)
H (19.44, -16.47, -17.31)
H (18.66, -14.89, -17.77)
H (17.69, -16.38, -17.75)
H (17.12, -15.16, -15.96)
H (18.85, -14.98, -15.33)
H (21.96, -17.28, -15.04)
H (21.03, -18.35, -13.95)
H (21.57, -16.75, -13.30)
C (16.26, -21.52, -13.63)
C (15.90, -20.16, -13.14)
O (14.53, -19.75, -13.51)
C (13.59, -20.06, -12.69)
O (13.70, -20.70, -11.67)
O (12.43, -19.58, -13.22)
C (11.34, -19.90, -12.29)
H (17.27, -21.70, -13.38)
H (16.03, -21.61, -14.73)
H (15.68, -22.21, -13.06)
H (16.48, -19.33, -13.54)
H (16.03, -20.18, -12.03)
H (11.70, -19.60, -11.28)
H (11.12, -20.96, -12.25)
H (10.55, -19.29, -12.62)
C (17.15, -16.57, -11.65)
C (15.87, -16.59, -12.40)
O (14.89, -17.40, -11.71)
P (14.08, -16.96, -10.46)
O (14.72, -16.05, -9.52)
O (12.73, -16.38, -11.03)
C (11.70, -15.86, -10.16)
C (10.55, -16.78, -10.37)
O (13.52, -18.31, -9.83)
C (14.29, -18.97, -8.80)
C (15.55, -19.48, -9.40)
H (17.04, -16.26, -10.60)
H (17.71, -17.53, -11.72)
H (17.84, -15.82, -12.04)
H (15.49, -15.59, -12.54)
H (15.90, -17.13, -13.39)
H (12.05, -16.00, -9.16)
H (11.52, -14.86, -10.41)
H (9.80, -16.47, -9.70)
H (10.10, -16.64, -11.40)
H (10.84, -17.83, -10.17)
H (14.42, -18.31, -7.97)
H (13.66, -19.86, -8.59)
H (16.18, -19.78, -8.60)
H (15.38, -20.23, -10.16)
H (16.12, -18.70, -9.96)
C (23.87, -19.24, -18.66)
C (23.09, -19.58, -17.40)
O (22.02, -20.45, -17.73)
P (20.54, -19.86, -17.89)
O (20.48, -18.45, -18.20)
O (19.89, -20.87, -18.92)
C (20.23, -21.07, -20.30)
C (20.04, -19.87, -21.17)
O (19.87, -20.26, -16.56)
C (19.52, -21.63, -16.14)
C (20.68, -22.42, -15.69)
H (24.80, -18.68, -18.56)
H (24.19, -20.25, -19.05)
H (23.10, -18.82, -19.29)
H (23.68, -20.19, -16.66)
H (22.73, -18.69, -16.88)
H (21.24, -21.37, -20.40)
H (19.61, -21.94, -20.55)
H (18.96, -19.76, -21.15)
H (20.51, -18.98, -20.77)
H (20.49, -20.11, -22.19)
H (18.79, -21.37, -15.33)
H (19.00, -22.12, -16.91)
H (21.07, -21.91, -14.81)
H (20.35, -23.42, -15.41)
H (21.46, -22.49, -16.43)
C (16.66, -28.52, -16.81)
C (17.04, -27.93, -15.52)
O (17.78, -26.71, -15.75)
P (17.09, -25.27, -15.64)
O (15.66, -25.31, -15.81)
O (17.87, -24.38, -16.64)
C (17.88, -24.76, -18.08)
C (19.31, -24.80, -18.58)
O (17.55, -24.66, -14.25)
C (16.88, -24.95, -13.00)
C (17.43, -26.21, -12.43)
H (15.98, -29.40, -16.70)
H (16.08, -27.73, -17.32)
H (17.42, -28.65, -17.52)
H (16.14, -27.68, -15.00)
H (17.69, -28.59, -14.91)
H (17.28, -25.69, -18.20)
H (17.33, -23.92, -18.53)
H (19.82, -25.54, -17.97)
H (19.18, -25.10, -19.66)
H (19.77, -23.82, -18.46)
H (17.35, -24.10, -12.43)
H (15.83, -25.03, -13.27)
H (16.80, -27.08, -12.77)
H (18.47, -26.32, -12.73)
H (17.25, -26.22, -11.40)

Output
Spin multiplicity ... 1
Total charge ... 0
LUMO energy ... 0.020 hartree
Gap between HOMO and LUMO ... 10.080 eV



(2)
Entry from OMol25: a molecular structure, C13H14N2Os (ωB97M-V with the def2-TZVPD basis set).

Positions of all 30 atoms, in Å:
Os (0.05, 0.01, -0.86)
C (0.69, 0.03, -2.72)
H (1.74, 0.38, -2.76)
H (0.50, -0.92, -3.25)
H (0.07, 0.81, -3.20)
H (-1.23, 0.47, 0.16)
H (-1.19, 1.06, -0.30)
C (0.07, 2.47, 4.40)
C (-0.37, 2.91, 3.15)
C (-0.09, 2.15, 2.01)
C (0.57, 0.93, 2.17)
C (1.04, 0.48, 3.41)
C (0.77, 1.25, 4.54)
N (0.55, -0.04, 1.13)
N (1.14, -1.16, 1.50)
C (0.77, -2.21, 0.71)
C (1.25, -3.49, 1.04)
C (1.13, -4.49, 0.11)
C (0.42, -4.24, -1.08)
C (-0.17, -3.00, -1.37)
C (0.02, -1.92, -0.47)
H (-0.11, 3.05, 5.31)
H (-0.95, 3.84, 3.09)
H (-0.41, 2.38, 0.99)
H (1.51, -0.50, 3.47)
H (1.11, 0.84, 5.49)
H (1.72, -3.57, 2.02)
H (1.56, -5.47, 0.31)
H (0.32, -5.03, -1.82)
H (-0.75, -2.83, -2.27)

Output
Expectation value of S² ... 6.078
ΔE to the lowest compared entry with this formula, charge and spin ... 53.5 kJ/mol
Spin multiplicity ... 5
Total charge ... +2
LUMO energy (alpha / beta) ... -0.338 / -0.406 hartree
Gap between HOMO and LUMO (alpha / beta) ... 6.481 / 5.241 eV



(3)
Entry from OMol25: a molecular structure, C44H44AsClF2N4O4Ti (ωB97M-V with the def2-TZVPD basis set).

Positions of all 101 atoms, in Å:
Ti (-0.38, 0.44, -0.19)
C (-2.10, -0.52, 2.29)
C (-2.82, 0.66, 1.62)
N (-1.85, 1.65, 1.15)
C (-1.20, 2.43, 2.22)
C (0.27, 2.71, 1.91)
N (0.95, 1.57, 1.29)
C (1.46, 0.50, 2.16)
C (0.33, -0.29, 2.80)
N (-0.71, -0.65, 1.82)
H (-2.11, -0.41, 3.38)
H (-2.65, -1.43, 2.07)
H (-3.37, 0.31, 0.74)
H (-3.55, 1.10, 2.32)
H (-2.27, 2.26, 0.46)
H (-1.71, 3.38, 2.39)
H (-1.29, 1.86, 3.14)
H (0.33, 3.53, 1.19)
H (0.77, 3.05, 2.83)
H (1.70, 1.89, 0.69)
H (2.04, -0.16, 1.51)
H (2.13, 0.88, 2.95)
H (0.75, -1.19, 3.27)
H (-0.13, 0.28, 3.61)
H (-0.51, -1.59, 1.46)
F (0.16, 5.07, -3.33)
C (-0.51, 3.92, -3.06)
C (-0.16, 3.16, -1.96)
C (-0.84, 1.98, -1.67)
C (-1.90, 1.57, -2.53)
C (-2.20, 2.38, -3.63)
F (-3.17, 2.03, -4.51)
C (-1.53, 3.55, -3.92)
C (-2.56, 0.30, -2.23)
C (-3.74, -0.17, -2.80)
C (-4.27, -1.40, -2.44)
C (-3.56, -2.19, -1.51)
C (-2.42, -1.69, -0.96)
N (-1.90, -0.45, -1.24)
H (0.67, 3.51, -1.35)
H (-1.78, 4.14, -4.79)
H (-4.24, 0.44, -3.53)
H (-5.19, -1.75, -2.89)
H (-3.90, -3.17, -1.23)
H (-1.83, -2.28, -0.26)
O (0.45, -2.65, 0.31)
As (1.15, -4.05, 0.82)
C (1.15, -4.27, 2.73)
C (2.25, -3.86, 3.48)
C (2.20, -3.93, 4.86)
C (1.06, -4.41, 5.49)
C (-0.03, -4.82, 4.74)
C (0.01, -4.76, 3.36)
C (0.18, -5.55, 0.10)
C (-0.78, -5.28, -0.86)
C (-1.49, -6.32, -1.42)
C (-1.25, -7.63, -1.02)
C (-0.29, -7.90, -0.05)
C (0.43, -6.85, 0.51)
C (2.97, -4.05, 0.23)
C (3.34, -2.95, -0.54)
C (4.63, -2.88, -1.05)
C (5.54, -3.90, -0.78)
C (5.16, -4.99, 0.00)
C (3.87, -5.07, 0.51)
H (3.14, -3.49, 2.98)
H (3.05, -3.61, 5.45)
H (1.03, -4.46, 6.57)
H (-0.92, -5.20, 5.24)
H (-0.84, -5.08, 2.77)
H (-0.95, -4.25, -1.17)
H (-2.24, -6.12, -2.18)
H (-1.81, -8.44, -1.46)
H (-0.10, -8.91, 0.26)
H (1.18, -7.06, 1.28)
H (2.63, -2.16, -0.73)
H (4.91, -2.04, -1.66)
H (6.54, -3.85, -1.18)
H (5.87, -5.78, 0.21)
H (3.58, -5.92, 1.11)
C (2.61, -1.00, -6.93)
C (2.11, 0.32, -6.42)
C (2.23, 1.48, -7.15)
C (1.76, 2.69, -6.66)
Cl (1.93, 4.14, -7.61)
C (1.16, 2.75, -5.42)
C (1.03, 1.59, -4.66)
C (1.50, 0.39, -5.16)
O (1.38, -0.81, -4.51)
C (0.86, -0.77, -3.20)
C (1.87, -0.28, -2.16)
O (3.04, -0.12, -2.42)
O (1.33, -0.07, -0.99)
H (3.14, -0.87, -7.87)
H (1.79, -1.70, -7.09)
H (3.29, -1.46, -6.21)
H (2.70, 1.45, -8.13)
H (0.79, 3.69, -5.03)
H (0.56, 1.66, -3.69)
H (0.59, -1.79, -2.94)
H (-0.05, -0.16, -3.15)

Output
Expectation value of S² ... 2.029
ΔE to the lowest compared entry with this formula, charge and spin ... 0.0 kJ/mol
Spin multiplicity ... 3
Total charge ... 0
LUMO energy (alpha / beta) ... 0.003 / 0.002 hartree
Gap between HOMO and LUMO (alpha / beta) ... 4.689 / 7.466 eV